(1)
DFT (the ωB97M-V functional and the def2-TZVPD basis) results for 7 unconnected molecules or ions with the total composition H14O6S2 at a distorted geometry.

Last column: Löwdin charge in e.
Cartesian coordinates (Å):
S (-4.06223, -0.67289, -1.01989)  0.31
S (-4.20852, -0.64181, 1.12576)  0.34
H (-3.02818, 0.18735, -1.05194)  -0.21
H (-5.24031, 0.20485, 0.98450)  -0.19
H (0.48197, -0.81533, 2.00080)  -0.01
H (1.59435, 0.25292, 1.88059)  -0.01
O (1.36887, -0.57682, 2.30278)  -0.06
H (1.83467, -2.69423, -0.90459)  0.04
H (0.76961, -2.24889, 0.11118)  0.00
O (1.23657, -1.98328, -0.67504)  -0.05
H (0.19080, 1.92840, 0.22647)  0.01
H (-0.51716, 3.08352, -0.44922)  0.03
O (-0.69509, 2.26825, 0.01850)  -0.06
H (1.87911, 0.87375, -3.02599)  0.05
H (1.81088, -0.52104, -2.63696)  0.02
O (2.43165, 0.21381, -2.57962)  -0.06
H (2.81617, 0.70018, -0.16935)  0.04
H (3.50288, 1.77110, 0.59394)  0.06
O (2.60413, 1.45716, 0.40182)  -0.06
H (-2.22868, -1.26863, 0.90743)  -0.12
H (-1.28609, -0.27820, 1.07588)  0.04
O (-1.25540, -1.24018, 0.88296)  -0.11

Properties
* M: 174.240 g/mol
* multiplicity: 1
* E_LUMO: -0.246 eV
* HOMO level: -0.3627 hartree
* energy above the lowest of the compared OMol25 structures with the same formula, charge and spin: 120.5 kJ/mol



(2)
DFT (the ωB97M-V functional and the def2-TZVPD basis) results for 5 unconnected molecules or ions with the total composition C24H29N5O8 at a distorted geometry.

Last column: Löwdin charge in e.
Cartesian coordinates (Å):
C (-3.60813, 5.68081, 6.33251)  -0.09
C (-4.60650, 4.88200, 7.06220)  0.00
C (-4.53539, 3.27208, 6.93472)  0.08
C (-3.62004, 2.68884, 5.79836)  -0.04
C (-2.49693, 3.68910, 5.22236)  0.04
C (-2.61721, 5.10249, 5.50780)  -0.11
N (-3.49920, 1.23576, 5.49829)  -0.42
O (-2.90187, 0.98503, 4.50083)  0.07
O (-3.91536, 0.50377, 6.36449)  0.09
H (-3.53854, 6.71482, 6.54324)  0.08
H (-5.32026, 5.33488, 7.67815)  0.05
H (-5.27388, 2.69745, 7.53513)  0.09
H (-1.70112, 3.34061, 4.49859)  0.10
H (-2.11746, 5.90645, 5.05575)  0.08
C (-1.13252, -3.11300, -5.98782)  -0.07
C (-1.19071, -2.90215, -7.46740)  -0.02
C (-2.29080, -3.48014, -8.38169)  0.06
C (-3.41106, -4.18999, -7.64288)  -0.13
C (-3.48685, -4.06143, -6.09524)  0.08
C (-2.21588, -3.73943, -5.32465)  -0.05
N (-4.55108, -4.70281, -8.27354)  -0.36
O (-5.50780, -4.95441, -7.42271)  -0.01
O (-4.61094, -4.75273, -9.48254)  0.09
H (-0.32812, -2.98233, -5.44657)  0.02
H (-0.33028, -2.40226, -8.03734)  0.10
H (-2.11232, -3.54362, -9.41611)  0.07
H (-4.45695, -4.28776, -5.56451)  0.11
H (-2.24434, -3.47083, -4.26385)  0.06
C (-0.51998, 0.19607, 1.71897)  -0.05
C (-1.97305, -0.05036, 1.30882)  -0.02
C (-2.18077, -0.96540, 0.12204)  0.02
C (-1.07104, -1.32828, -0.78968)  -0.12
C (0.36230, -0.96349, -0.38850)  0.05
C (0.52159, -0.09240, 0.79181)  -0.09
N (-1.38631, -2.02940, -1.99742)  -0.35
O (-0.44854, -2.15541, -2.80301)  0.05
O (-2.57229, -2.29652, -2.25338)  0.06
H (-0.42511, 0.64019, 2.69208)  0.07
H (-2.77829, 0.24309, 2.01281)  0.08
H (-3.25706, -1.15329, 0.39941)  0.12
H (1.32468, -0.99382, -1.10846)  0.13
H (1.50262, 0.30310, 1.12085)  0.07
C (3.12900, 2.36645, 2.30831)  -0.31
O (3.22543, 2.15159, 1.09532)  -0.04
N (3.55319, 1.50351, 3.30663)  -0.15
C (3.08179, 1.66449, 4.68619)  -0.03
C (4.34127, 0.27798, 2.97777)  0.00
H (2.45908, 3.19844, 2.57660)  0.14
H (2.28326, 1.10726, 4.86010)  0.04
H (2.99814, 2.63421, 4.89635)  0.05
H (3.61429, 1.24131, 5.46688)  0.08
H (5.03839, 0.66069, 1.97345)  0.17
H (3.64758, -0.45814, 2.76831)  0.06
H (5.04079, 0.01655, 3.60308)  0.01
C (6.20452, -0.56437, -2.94987)  -0.31
O (6.29714, -0.85671, -4.19349)  -0.06
N (5.02379, -0.31710, -2.33448)  -0.25
C (4.86066, -0.41153, -0.86166)  -0.07
C (3.78160, -0.24279, -3.14204)  -0.06
H (7.08328, -0.78935, -2.22155)  0.15
H (4.27363, -1.39577, -0.60544)  0.12
H (4.19229, 0.43741, -0.49462)  0.08
H (5.84863, -0.48367, -0.52827)  0.04
H (3.36339, -1.29882, -3.60712)  0.14
H (4.09293, 0.58399, -3.87117)  0.11
H (3.08876, 0.16910, -2.26124)  0.09

Properties
* M: 515.523 g/mol
* multiplicity: 1
* E_LUMO: -1.313 eV
* HOMO level: -0.3276 hartree
* energy above the lowest of the compared OMol25 structures with the same formula, charge and spin: 947.4 kJ/mol



(3)
DFT (the ωB97M-V functional and the def2-TZVPD basis) results for C2H8NOPS2 in the gas phase at a distorted geometry.

Last column: Löwdin charge in e.
Cartesian coordinates (Å):
C (-1.68086, 1.52852, 0.26890)  -0.15
C (2.09444, -0.27141, 0.99391)  -0.43
N (-0.73152, -1.87260, -0.45531)  -0.13
O (-0.62369, 0.63091, 0.21332)  -0.41
P (-0.11859, -0.21099, -1.01508)  0.03
S (-0.78487, 0.29597, -2.81220)  0.17
S (2.00670, -0.38220, -0.81537)  0.61
H (-1.19667, 2.36633, 0.77991)  0.09
H (-2.63404, 1.26350, 0.70691)  0.09
H (-1.95432, 1.99070, -0.70236)  0.07
H (1.26772, -0.39089, 1.62931)  0.03
H (2.46950, 0.71953, 1.08244)  0.01
H (2.88468, -0.93491, 1.13944)  0.00
H (-0.05009, -2.24750, 0.20472)  0.01
H (-0.94840, -2.48498, -1.21853)  0.01

Properties
* M: 157.200 g/mol
* multiplicity: 1
* E_LUMO: 0.516 eV
* HOMO level: -0.3281 hartree
* energy above the lowest of the compared OMol25 structures with the same formula, charge and spin: 88.2 kJ/mol